i:
Molecular formula: C15H48N4O9
Method: DFT, ωB97M-V with the def2-TZVPD basis set

Values from the calculation:
Structure (SMILES): NC(N)=O.NC(N)=O.CCO.CCO.CCO.CCO.CCO.CCO.CO
Kohn-Sham gap (eV): 9.49

Last column: Mulliken charge in e.
Geometry (Å):
N: -20.75400 -9.78500 10.73800  0.066
C: -21.00100 -8.72800 10.02200  -0.435
N: -20.18800 -8.55900 9.07400  1.334
O: -21.95800 -7.79800 10.33000  -0.733
H: -21.41800 -9.88500 11.50300  0.239
H: -20.10200 -10.54000 10.45800  0.250
H: -20.19100 -7.62400 8.67900  0.001
H: -19.49400 -9.24200 8.78400  -0.498
N: -18.48500 -9.93800 6.81200  -0.323
C: -17.49300 -10.44600 7.50100  0.499
N: -16.60500 -9.60000 7.80100  -0.248
O: -17.40900 -11.78800 8.03400  -0.775
H: -19.27700 -10.43400 6.51100  0.233
H: -18.53400 -8.95000 6.53400  0.198
H: -15.85500 -9.84000 8.50600  0.262
H: -16.59500 -8.61800 7.41100  0.247
C: -17.81400 -6.22900 8.97800  -0.919
C: -19.01100 -5.59300 9.63800  0.168
O: -19.98900 -5.53800 8.63000  -0.581
H: -17.13300 -6.39400 9.80100  0.325
H: -17.39300 -5.46800 8.36000  0.571
H: -18.10100 -7.20600 8.57900  -0.259
H: -18.85700 -4.58800 9.89100  0.729
H: -19.36500 -6.10700 10.52500  -0.362
H: -20.71700 -5.00700 8.94900  0.095
C: -18.33700 -12.79400 12.29400  -1.303
C: -18.12000 -12.66400 10.80500  -0.001
O: -19.17900 -12.05300 10.14700  -0.663
H: -17.48000 -13.33300 12.67600  0.387
H: -19.19600 -13.42800 12.55300  0.346
H: -18.45000 -11.81200 12.75300  0.231
H: -17.92500 -13.65900 10.36300  0.432
H: -17.17800 -12.09900 10.62300  0.164
H: -18.90800 -11.93300 9.22100  0.115
C: -16.26200 -9.78500 12.19600  -1.544
C: -17.28100 -9.17800 11.25300  1.007
O: -18.28200 -8.46500 11.87400  -0.616
H: -16.74000 -10.52100 12.88500  0.245
H: -15.61500 -9.11800 12.77300  0.371
H: -15.63300 -10.41400 11.63000  0.436
H: -17.70500 -9.97100 10.61500  -0.418
H: -16.83600 -8.56400 10.52600  0.085
H: -19.11500 -8.68900 11.40500  0.352
C: -23.38700 -4.97900 8.48400  -0.463
C: -23.05200 -3.67800 9.15800  -0.483
O: -21.71000 -3.41900 9.24600  -0.540
H: -22.85500 -5.05200 7.51800  0.074
H: -24.48000 -5.09300 8.38000  0.412
H: -22.87500 -5.74300 9.05800  -0.019
H: -23.50800 -3.63000 10.13900  0.323
H: -23.50100 -2.87600 8.59300  0.463
H: -21.67600 -2.57000 9.71800  0.308
C: -22.32400 -10.61900 6.73200  -0.311
C: -21.64700 -11.76800 6.05200  -0.451
O: -20.33600 -11.53400 5.63000  -0.533
H: -23.34300 -10.80200 7.03600  0.459
H: -22.32900 -9.81300 6.03000  0.023
H: -21.76200 -10.41100 7.63200  -0.185
H: -22.20000 -12.00500 5.12500  0.334
H: -21.68000 -12.68500 6.67800  0.346
H: -20.06500 -12.38200 5.30900  0.279
C: -20.94300 -6.49300 13.12900  -1.168
C: -21.15600 -5.19200 12.29600  0.530
O: -19.97900 -4.38200 12.39100  -0.567
H: -20.10800 -7.00200 12.78100  0.251
H: -21.78400 -7.15500 13.04400  0.232
H: -20.85300 -6.22700 14.13700  0.532
H: -21.95200 -4.51200 12.69400  0.452
H: -21.28700 -5.32700 11.21900  -0.354
H: -19.95300 -4.02000 13.25500  0.288
C: -22.03300 -7.29100 6.22600  -0.176
O: -21.85400 -7.51000 4.87500  -0.581
H: -21.63400 -6.33500 6.40600  0.410
H: -21.43400 -7.96000 6.83500  -0.198
H: -23.10500 -7.30800 6.52400  0.287
H: -21.33300 -6.82400 4.49300  0.314



ii:
Molecular formula: C15H48N4O9
Method: DFT, ωB97M-V with the def2-TZVPD basis set

Values from the calculation:
Structure (SMILES): NC(N)=O.NC(N)=O.CC(C)O.CC(C)O.CC(C)O.CO.CO.CO.CO
Kohn-Sham gap (eV): 8.48

Last column: Mulliken charge in e.
Geometry (Å):
N: -1.51737 2.12278 -0.94229  -0.214
C: -1.64737 2.98378 -0.02329  0.618
N: -2.68537 2.86778 0.78671  -0.402
O: -0.68937 3.94578 0.06171  -0.734
H: -0.76137 2.35478 -1.57929  -0.021
H: -2.28037 1.64178 -1.29729  0.196
H: -2.93537 3.69278 1.37671  0.382
H: -3.37737 2.07378 0.75571  0.276
N: 2.40563 -3.11322 -3.54129  -0.375
C: 3.38263 -2.59622 -2.83229  0.534
N: 3.40663 -3.00922 -1.62129  -0.333
O: 4.32763 -1.71922 -3.43129  -0.727
H: 2.24463 -2.74522 -4.55929  0.282
H: 1.61363 -3.54422 -3.10029  0.191
H: 4.01863 -2.55622 -0.91029  0.248
H: 2.80663 -3.82022 -1.34129  0.260
C: -2.53037 -0.20322 1.98971  0.216
C: -4.01937 0.15278 1.88371  -0.274
C: -4.40937 1.00478 3.09971  -1.323
O: -4.21337 0.84978 0.80871  -0.556
H: -2.32537 -0.89422 2.91071  0.329
H: -1.94837 0.70978 2.30071  -0.250
H: -2.20237 -0.71122 1.09071  -0.123
H: -4.68437 -0.69322 1.79571  0.557
H: -5.45037 1.25278 3.18771  0.384
H: -3.87637 1.94278 3.07571  0.287
H: -4.10437 0.60778 4.09471  0.329
H: -4.44237 0.26578 0.09371  0.333
C: 2.69163 1.79978 0.65471  -1.924
C: 1.42363 1.27878 0.04971  0.795
C: 1.71363 -0.02022 -0.79129  -0.772
O: 0.41263 1.11778 0.75271  1.196
H: 3.59363 1.45078 0.19171  0.422
H: 2.87963 1.61578 1.73271  0.224
H: 2.66563 2.86278 0.48671  0.490
H: 1.06763 2.03678 -0.70129  0.089
H: 2.21463 -0.88522 -0.39729  0.234
H: 2.37263 0.26578 -1.64029  0.645
H: 0.76263 -0.44422 -1.31429  -0.417
H: -0.38037 1.13778 0.29871  -0.608
C: 0.50963 -2.37522 1.45371  -0.863
C: 0.80263 -1.85022 2.84771  1.224
C: 1.54863 -2.91222 3.75171  -1.605
O: 1.53563 -0.86322 2.84171  -0.567
H: 1.51263 -2.66822 1.04871  0.233
H: 0.11363 -1.68522 0.78771  -0.137
H: -0.03537 -3.27622 1.58271  0.457
H: -0.16737 -1.61822 3.38871  -0.195
H: 1.75363 -2.49222 4.76571  0.372
H: 2.45863 -3.21522 3.23771  0.398
H: 1.06163 -3.90222 3.94671  0.359
H: 1.36163 -0.24422 2.16571  -0.058
C: -0.20437 0.10278 -3.99529  -0.475
O: -0.48537 -1.25722 -4.29829  -0.623
H: 0.80863 0.11578 -3.65929  0.247
H: -0.75637 0.39478 -3.15629  0.131
H: -0.38937 0.89178 -4.76829  0.330
H: -0.19437 -1.71422 -3.49529  0.371
C: -0.16737 2.54078 3.31671  -0.553
O: -1.45537 3.05378 3.18971  -0.638
H: -0.23037 1.47778 3.26171  0.195
H: 0.43963 2.82878 4.12471  0.472
H: 0.29363 2.80478 2.40771  0.191
H: -1.77437 2.86978 2.28071  0.377
C: -0.02537 -3.26422 -1.37229  -0.205
O: -0.13237 -3.86022 -2.64129  -0.576
H: 0.87263 -2.67522 -1.16429  -0.321
H: -0.22237 -4.02322 -0.69629  0.433
H: -0.91837 -2.53822 -1.28629  0.338
H: -1.00937 -4.21622 -2.66529  0.346
C: 1.59363 3.00678 -3.58629  -0.854
O: 0.26663 2.82378 -3.06129  -0.523
H: 2.03763 3.88778 -3.23829  0.417
H: 1.56163 2.93678 -4.68229  0.274
H: 2.21663 2.17778 -3.33529  0.275
H: -0.10437 3.65778 -2.75329  0.290



i is the most stable structure; the next one sits 86.0 kcal/mol above it.



i:
Molecular formula: CH6N3S
Method: DFT, ωB97M-V with the def2-TZVPD basis set

Values from the calculation:
Structure (SMILES): NC(N)=[NH+]S
Total charge: +1
Kohn-Sham gap (eV): 9.67

Last column: natural (NBO) charge in e.
Geometry (Å):
N: 1.43657 -0.57164 -0.00857  -0.760
C: 0.34245 0.19305 -0.22432  0.661
N: 0.40623 1.51420 -0.42758  -0.756
N: -0.77850 -0.48486 0.00694  -0.702
S: -2.38310 -0.05806 0.48358  0.249
H: 2.40452 -0.31687 -0.12891  0.438
H: 1.23808 -1.56608 0.08668  0.409
H: -0.49269 2.08319 -0.40184  0.442
H: 1.24004 2.03580 -0.34526  0.435
H: -0.61457 -1.51671 0.22377  0.425
H: -2.79903 -1.31202 0.73551  0.160



ii:
Molecular formula: CH6N3S
Method: DFT, ωB97M-V with the def2-TZVPD basis set

Values from the calculation:
Total charge: +1
Kohn-Sham gap (eV): 7.41

Last column: natural (NBO) charge in e.
Geometry (Å):
C: 0.60507 -0.69711 -0.11516  -0.039
N: -0.46127 -0.71515 -0.89520  -0.886
N: 0.98728 0.83494 -0.07241  -0.778
N: -1.11561 0.59689 0.98752  -0.940
S: -0.19529 1.69720 0.57177  1.390
H: 0.36576 -1.04192 0.88789  0.223
H: 1.56468 -1.06583 -0.42670  0.241
H: -0.23772 -1.34531 -1.65643  0.415
H: 1.93374 1.21884 -0.22131  0.462
H: -1.90710 0.77419 1.61781  0.453
H: -1.53954 -0.25672 -0.67778  0.459



i is the most stable structure; the next one sits 89.3 kcal/mol above it.